i:
# C2H5NO3

An isolated molecule of C2H5NO3 (wB97M-V/def2-TZVPD, OMol25).

CARTESIAN COORDINATES (ANGSTROEM)
C  -0.1840  0.5473  1.4885
O  0.7927  1.0853  0.2293
C  0.3726  0.5893  -0.9354
O  -0.3582  -0.7046  -0.6203
N  -0.0235  -1.7936  -1.4175
O  -0.4610  -2.8074  -1.0063
H  -1.0413  1.2122  1.3751
H  -0.4223  -0.5010  1.6561
H  0.5227  0.8466  2.2577
H  -0.3964  1.2098  -1.4232
H  1.1987  0.3161  -1.6039

## Properties
LUMO in Ha: 0.0178
Charge: 0
Frontier orbital gap in Eh: 0.3933
SMILES: COCON=O

ii:
# C2H5NO3

An isolated molecule of C2H5NO3 (wB97M-V/def2-TZVPD, OMol25).

CARTESIAN COORDINATES (ANGSTROEM)
C  0.4543  -0.5439  -0.2439
C  -0.6030  0.2816  0.6156
O  -0.3991  1.7490  0.3485
N  -1.9701  -0.0656  0.1248
O  -2.6139  -1.0450  0.4006
O  -2.4550  0.7701  -0.6425
H  0.2702  -0.6792  -1.2684
H  0.7362  -1.5419  0.2822
H  1.3635  0.1020  -0.1549
H  -0.5756  0.1789  1.7337
H  -0.9808  2.0455  -0.3578

## Properties
LUMO in Ha: -0.0014
Charge: 0
Frontier orbital gap in Eh: 0.4061
SMILES: C[C@@H](O)[N+](=O)[O-]

Computed energies relative to the best structure, in hartree: i 0.0408; ii 0.0000

i:
# C2H5NO3

A cluster of 2 separate species, C2H5NO3 in total (wB97M-V/def2-TZVPD, OMol25).

CARTESIAN COORDINATES (ANGSTROEM)
N  -1.7343  0.9605  0.9440
C  -0.8538  0.1701  1.7801
O  0.3379  0.5435  1.9191
H  -1.1709  1.6807  0.5158
H  -2.6913  0.5794  0.6601
H  -1.3172  -0.6486  2.2646
O  1.5032  0.3708  -2.5297
C  1.8225  -0.4294  -1.6735
O  1.0598  -1.4284  -1.0837
H  2.9253  -0.5233  -1.5070
H  0.1188  -1.2753  -1.2897

## Properties
LUMO in Ha: 0.0205
Charge: 0
Frontier orbital gap in Eh: 0.4022
SMILES: NC=O.O=CO

ii:
# C2H5NO3

A cluster of 2 separate species, C2H5NO3 in total (wB97M-V/def2-TZVPD, OMol25).

CARTESIAN COORDINATES (ANGSTROEM)
C  1.8124  0.6682  0.3340
C  -0.6437  -0.5831  -0.7160
N  -1.3242  0.3479  0.0205
O  -1.6037  1.4782  -0.4180
O  -1.8246  -0.0485  1.0700
O  -0.6526  -1.8333  -0.2345
H  2.6680  0.6408  -0.3769
H  2.0716  0.0143  1.1762
H  1.2792  1.5979  0.3578
H  -0.4991  -0.4341  -1.7488
H  -1.2832  -1.8482  0.5357

## Properties
LUMO (spin up / spin down) in Ha: -0.0614 / -0.0171
Charge: 0
Frontier orbital gap (spin up / spin down) in Eh: 0.2887 / 0.3273

Computed energies relative to the best structure, in hartree: i 0.0000; ii 0.2243

i:
# C2H5NO3

A structure of composition C2H5NO3 (wB97M-V/def2-TZVPD, OMol25).

CARTESIAN COORDINATES (ANGSTROEM)
C  -0.2010  0.8746  -0.4686
C  0.4615  -0.3490  0.0499
N  -1.0245  1.5181  0.4283
O  -0.1921  -1.4461  -0.5285
O  0.6175  -2.6426  -0.3613
O  1.1183  -0.5034  1.0956
H  1.2696  -2.3960  0.3244
H  -0.8050  1.3457  1.4075
H  -1.9373  1.7901  0.0797
H  -0.4522  0.9186  -1.5242
H  1.1451  0.8900  -0.5028

## Properties
LUMO in Ha: 0.0254
Charge: 0
Frontier orbital gap in Eh: 0.3568

ii:
# C2H5NO3

An isolated molecule of C2H5NO3 (wB97M-V/def2-TZVPD, OMol25).

CARTESIAN COORDINATES (ANGSTROEM)
C  1.1462  0.6060  0.2394
C  0.0679  -0.2780  -0.4779
O  0.1867  -1.6656  -0.1598
N  -1.3370  0.1161  0.0416
O  -1.6660  1.2847  -0.2038
O  -1.8602  -0.7571  0.7093
H  1.2047  0.6015  1.3571
H  0.7410  1.6645  0.1997
H  2.1505  0.4290  -0.1804
H  0.0438  0.0004  -1.4731
H  -0.6776  -2.0016  -0.0519

## Properties
LUMO in Ha: -0.0054
Charge: 0
Frontier orbital gap in Eh: 0.4101
SMILES: C[C@@H](O)[N+](=O)[O-]

Computed energies relative to the best structure, in hartree: i 0.0637; ii 0.0000

i:
# C2H5NO3

A cluster of 2 separate species, C2H5NO3 in total (wB97M-V/def2-TZVPD, OMol25).

CARTESIAN COORDINATES (ANGSTROEM)
O  -1.3340  -0.4194  -2.1287
C  -1.2550  0.4978  -1.2260
N  -0.0932  0.6568  -0.3781
C  1.0953  0.8027  -1.0234
O  1.4903  1.8863  -1.5674
H  -2.0979  1.1439  -0.9380
H  -0.4512  1.0823  0.4889
H  1.4569  -0.1130  -1.4262
O  0.3993  -1.5200  2.9616
H  0.9724  -2.2552  3.0222
H  -0.1830  -1.7622  2.2151

## Properties
LUMO in Ha: -0.0032
Charge: 0
Frontier orbital gap in Eh: 0.3926
SMILES: O=CNC=O.O

ii:
# C2H5NO3

An isolated molecule of C2H5NO3 (wB97M-V/def2-TZVPD, OMol25).

CARTESIAN COORDINATES (ANGSTROEM)
C  -0.7384  -0.5502  -1.4914
N  0.2966  -0.1727  -0.5483
O  -0.2582  -0.6249  0.8508
C  0.1334  0.5625  1.3995
O  -0.5999  1.1229  2.2259
O  1.4681  0.8447  1.3747
H  -0.3971  -0.3480  -2.5113
H  -0.9534  -1.6224  -1.4411
H  -1.6524  0.0117  -1.2829
H  1.1292  -0.7547  -0.6332
H  1.5721  1.5310  2.0574

## Properties
LUMO in Ha: 0.0254
Charge: 0
Frontier orbital gap in Eh: 0.4084
SMILES: CNOC(=O)O

iii:
# C2H5NO3

An isolated molecule of C2H5NO3 (wB97M-V/def2-TZVPD, OMol25).

CARTESIAN COORDINATES (ANGSTROEM)
C  1.2662  0.8154  -0.0138
N  0.1632  -1.2454  0.8592
C  0.1659  -0.1990  -0.0495
O  -1.1388  0.5983  0.3959
O  -2.2766  -0.0696  -0.0605
O  -0.0068  -1.0255  -1.0469
H  -2.0031  -0.3816  -0.9539
H  -0.7767  -1.6536  0.8885
H  1.1634  1.4847  -0.8648
H  1.2220  1.3811  0.9163
H  2.2214  0.2951  -0.0707

## Properties
LUMO (spin up / spin down) in Ha: -0.0705 / -0.0825
Charge: 0
Frontier orbital gap (spin up / spin down) in Eh: 0.2873 / 0.2794

Computed energies relative to the best structure, in hartree: i 0.0000; ii 0.0083; iii 0.1725

i:
# C6H5N3

An isolated molecule of C6H5N3 (wB97M-V/def2-TZVPD, OMol25).

CARTESIAN COORDINATES (ANGSTROEM)
C  0.7195  -0.3216  -0.0323
C  0.3980  0.9568  -0.0537
C  -0.9931  1.3719  -0.0371
C  -1.9843  0.4313  -0.0726
C  -1.6019  -0.9927  0.0405
C  -0.2615  -1.3103  -0.0577
H  1.2171  1.8003  0.0412
H  -1.1640  2.4376  0.0029
H  -3.1415  0.3749  -0.3367
H  -2.4499  -1.7570  0.5778
H  -0.0867  -2.4380  0.1169
N  4.0920  0.4178  0.0961
N  3.1115  -0.1275  0.0003
N  2.1447  -0.8435  -0.2854

## Properties
LUMO in Ha: 0.0250
Charge: 0
Frontier orbital gap in Eh: 0.3558

ii:
# C6H5N3

An isolated molecule of C6H5N3 (wB97M-V/def2-TZVPD, OMol25).

CARTESIAN COORDINATES (ANGSTROEM)
H  2.0462  1.8207  2.0910
N  1.0570  1.3297  2.1331
C  0.7548  0.9625  1.0112
C  1.4635  0.5596  -0.3179
C  0.6358  -0.2744  -1.0885
C  -0.6619  -0.2318  -0.5725
C  -1.6604  0.0482  -1.5929
N  -2.5954  -0.5006  -2.3043
C  -1.0870  -0.9495  0.7202
N  -0.6644  0.5130  0.8364
H  2.4776  0.6357  -0.6092
H  0.8419  -1.0557  -1.9206
H  -2.2026  -1.2286  0.6142
H  -0.4051  -1.6289  0.9998

## Properties
LUMO in Ha: -0.0044
Charge: 0
Frontier orbital gap in Eh: 0.3483
SMILES: [H]/N=C1\C=C[C@@]2(C#N)CN12

Computed energies relative to the best structure, in hartree: i 0.0000; ii 0.0682

i:
# C3H9OP

A cluster of 2 separate species, C3H9OP in total (wB97M-V/def2-TZVPD, OMol25).

CARTESIAN COORDINATES (ANGSTROEM)
C  0.6187  -0.3010  -1.3748
C  0.8928  0.2581  1.1891
C  0.0299  0.0872  -0.0419
O  -0.9736  -1.5336  0.4217
P  -1.7267  0.7387  -0.2580
H  -0.1336  -0.2224  -2.1722
H  1.0519  -1.3290  -1.4277
H  1.3339  0.5060  -1.5087
H  1.1956  1.2372  1.4321
H  1.7935  -0.3039  1.1842
H  0.3766  -0.0032  2.1153
H  -0.9339  -2.1107  -0.3277
H  -1.8163  2.0991  -0.2975
H  -1.7088  0.8775  1.0661

## Properties
LUMO in Ha: 0.0309
Charge: 0
Frontier orbital gap in Eh: 0.3639

ii:
# C3H9OP

An isolated molecule of C3H9OP (wB97M-V/def2-TZVPD, OMol25).

CARTESIAN COORDINATES (ANGSTROEM)
C  2.0275  0.6507  0.3032
C  1.1524  -0.3906  -0.5923
P  -0.5791  -0.5731  0.1374
C  -1.9890  0.6372  -0.3250
O  -3.0508  0.0403  0.2692
H  2.7836  0.1504  0.8043
H  1.4283  1.1594  1.0136
H  2.4797  1.4257  -0.2281
H  0.9858  0.1932  -1.5821
H  1.6235  -1.3122  -0.8051
H  -1.4633  -1.7705  -0.1738
H  -0.2557  -1.0084  1.4815
H  -1.9085  1.6538  -0.1386
H  -3.2346  -0.8560  -0.1642

## Properties
LUMO in Ha: 0.0339
Charge: 0
Frontier orbital gap in Eh: 0.2714
SMILES: CC[PH2]=CO

Computed energies relative to the best structure, in hartree: i 0.0000; ii 0.0456

i:
# CH4N2

An isolated molecule of CH4N2 (wB97M-V/def2-TZVPD, OMol25).

CARTESIAN COORDINATES (ANGSTROEM)
H  0.7460  1.5853  0.4692
N  1.2572  0.7336  0.3699
C  0.5687  -0.2130  -0.1378
N  -0.8607  -0.3527  -0.3955
H  0.9923  -1.1932  -0.0273
H  -1.4136  -1.1099  0.0020
H  -1.2899  0.5498  -0.2806

## Properties
LUMO in Ha: 0.0392
Charge: 0
Frontier orbital gap in Eh: 0.3942
SMILES: [H]/N=C\N

ii:
# CH4N2

An isolated molecule of CH4N2 (wB97M-V/def2-TZVPD, OMol25).

CARTESIAN COORDINATES (ANGSTROEM)
H  -1.3555  1.0773  0.0307
N  -1.2933  0.0244  -0.0163
C  -0.1029  -0.3138  0.0144
N  1.0540  0.1881  -0.0859
H  0.4310  -1.3363  0.2769
H  1.3851  1.1689  0.3833
H  1.8315  -0.5150  -0.0618

## Properties
LUMO in Ha: 0.0317
Charge: 0
Frontier orbital gap in Eh: 0.3840
SMILES: [H]/N=C\N

Computed energies relative to the best structure, in hartree: i 0.0000; ii 0.0540

i:
# C3H6O3S

A structure of composition C3H6O3S (wB97M-V/def2-TZVPD, OMol25).

CARTESIAN COORDINATES (ANGSTROEM)
C  1.2209  -1.1298  -0.3457
C  -0.8390  1.3497  0.6440
C  -1.2509  0.0772  -0.2498
O  2.2745  0.8247  0.9536
O  1.2353  -2.4008  -0.6958
O  -0.1807  -0.2625  -1.1814
S  2.5539  -0.4853  0.3957
H  -1.7028  1.5637  1.3869
H  0.1247  1.1167  1.1712
H  -0.4683  2.2575  -0.0762
H  -2.1676  0.3169  -0.8149
H  -1.6418  -0.8024  0.3734
H  0.8418  -2.4256  -1.5609

## Properties
LUMO (spin up / spin down) in Ha: -0.0206 / -0.0206
Charge: 0
Frontier orbital gap (spin up / spin down) in Eh: 0.3193 / 0.3193

ii:
# C3H6O3S

A structure of composition C3H6O3S (wB97M-V/def2-TZVPD, OMol25).

CARTESIAN COORDINATES (ANGSTROEM)
C  0.1092  -0.0117  -0.6347
C  -1.0148  0.4618  1.6207
C  -1.1430  0.5943  0.1245
O  1.6428  -1.9700  -1.6618
O  3.1930  -0.1981  -0.9510
O  0.6503  0.5038  -1.5601
S  2.4413  -0.8037  -2.0439
H  0.2825  -1.1676  -0.5535
H  -1.9317  0.7750  2.1152
H  -0.1305  0.8840  2.0142
H  -0.7721  -0.6949  1.7551
H  -1.3670  1.6558  -0.1224
H  -1.9600  -0.0287  -0.1024

## Properties
LUMO in Ha: -0.0028
Charge: 0
Frontier orbital gap in Eh: 0.3878

iii:
# C3H6O3S

A cluster of 2 separate species, C3H6O3S in total (wB97M-V/def2-TZVPD, OMol25).

CARTESIAN COORDINATES (ANGSTROEM)
C  -1.1282  0.0531  -0.2513
C  -0.7518  -1.3469  -0.4671
C  0.5095  1.2840  -0.0056
O  0.0554  2.5713  -0.2199
O  0.7586  1.0073  1.3532
O  1.4765  0.9123  -0.8337
S  -2.5558  0.6755  -0.0833
H  -1.5797  -1.9729  -0.9766
H  -0.7480  -1.7797  0.5511
H  0.2784  -1.4263  -1.0503
H  -0.7501  2.6538  0.4103
H  1.6359  0.8242  1.4661
H  1.3893  1.3507  -1.7295

## Properties
LUMO in Ha: 0.0147
Charge: 0
Frontier orbital gap in Eh: 0.3027

Computed energies relative to the best structure, in hartree: i 0.1169; ii 0.0000; iii 0.0301